Formula: C27H38BN14NiO3PS2
Source: OMol25
Level of theory: ωB97M-V with the def2-TZVPD basis set

```
87
Properties=species:S:1:pos:R:3:forces:R:3:mulliken_charge:R:1
Ni -0.46178 -0.32509 -0.18523 -0.23 -0.20 0.19 -0.66
C -4.37217 0.43189 0.92073 0.08 0.06 0.11 -1.50
C -3.42897 -0.11102 0.06304 0.01 -0.08 -0.11 0.00
N -2.20426 0.01228 0.57671 0.16 -0.08 -0.18 0.38
N -2.34235 0.63539 1.77280 0.03 -0.04 -0.01 0.62
C -3.63636 0.89759 1.99432 -0.11 -0.02 -0.10 0.03
B -1.06358 0.94591 2.60180 -0.03 0.02 -0.04 0.44
N -0.24405 1.97750 1.80430 0.08 -0.08 -0.05 0.39
C 0.12307 3.24248 2.08346 0.03 0.11 -0.02 -0.34
C 0.77971 3.74971 0.98296 0.01 -0.02 0.16 -2.06
C 0.75846 2.70507 0.05181 -0.04 -0.03 0.07 -0.50
N 0.13581 1.65182 0.55488 0.10 0.11 -0.01 0.15
N -0.30705 -0.41185 2.69418 0.13 0.10 0.00 0.88
C -0.03276 -1.14341 3.78584 0.00 -0.04 0.02 0.02
C 0.53829 -2.33138 3.38331 -0.02 0.04 -0.01 -1.58
C 0.56668 -2.24541 1.99382 0.00 0.03 -0.06 -0.06
N 0.05922 -1.08588 1.58978 -0.03 0.10 -0.19 -0.39
N -1.31290 1.45071 4.00671 0.00 0.07 0.08 0.49
C -0.34956 1.82147 4.88840 0.08 0.08 0.09 -0.36
C -0.95166 2.09235 6.09116 0.13 -0.03 -0.12 -1.03
C -2.31392 1.85008 5.85120 0.04 -0.01 -0.05 -0.33
N -2.52114 1.46124 4.60923 -0.29 -0.10 -0.10 -1.08
H -5.43612 0.47153 0.78646 -0.07 0.01 0.00 0.46
H -3.59798 -0.58813 -0.88701 0.08 0.01 0.01 0.48
H -3.92722 1.37007 2.91231 -0.04 0.03 0.06 0.55
H -0.11524 3.69551 3.02821 -0.01 0.04 0.06 0.61
H 1.19705 4.73193 0.86782 0.02 0.01 0.06 0.67
H 1.13694 2.67489 -0.95904 0.00 -0.05 0.15 1.17
H -0.26841 -0.77542 4.76745 -0.01 0.01 0.07 0.43
H 0.87127 -3.14174 4.00247 0.03 -0.06 0.05 0.46
H 0.90912 -2.97069 1.28053 0.09 -0.04 -0.06 0.52
H 0.68551 1.85526 4.59644 0.09 0.01 -0.01 0.61
H -0.48357 2.41360 7.00190 0.06 0.03 0.07 0.45
H -3.14425 1.94359 6.52849 -0.08 0.00 0.05 0.47
C 2.16469 -2.09166 -4.44136 0.05 -0.02 0.00 -1.16
N 1.70681 -1.17850 -3.40255 0.12 -0.14 0.22 1.01
C 1.41166 0.15565 -3.92624 0.12 0.07 0.16 -0.68
P 2.26273 -1.19255 -1.83897 0.17 0.26 -0.34 -0.62
O 1.28309 -0.45910 -0.96846 -0.16 -0.40 0.30 0.28
N 2.56325 -2.79751 -1.53097 -0.13 0.45 0.17 0.16
C 1.38712 -3.66430 -1.50362 -0.08 -0.06 -0.01 -0.89
C 3.56269 -3.09409 -0.49556 0.10 -0.02 -0.06 -1.04
N 3.70059 -0.41410 -1.65879 -0.20 -0.21 -0.14 0.60
C 3.85831 0.83925 -0.93754 -0.03 -0.03 0.12 -0.89
C 4.79574 -0.73761 -2.55837 0.05 -0.04 -0.02 -1.19
H 1.32770 -2.34359 -5.09624 0.01 -0.02 -0.02 0.30
H 2.56473 -3.00355 -4.00812 -0.02 -0.04 0.01 0.45
H 2.94362 -1.62734 -5.05396 0.02 -0.02 -0.02 0.27
H 0.63248 0.09402 -4.68684 0.05 -0.01 -0.04 0.43
H 2.30052 0.60330 -4.38398 -0.04 0.02 -0.03 0.49
H 1.05418 0.80985 -3.13023 0.34 -0.21 -0.21 -0.48
H 0.85587 -3.60089 -2.45165 -0.07 0.02 -0.02 0.25
H 0.69300 -3.40834 -0.69054 0.06 -0.08 -0.15 0.00
H 1.71504 -4.69425 -1.36990 -0.04 0.00 -0.02 0.53
H 4.54611 -2.76664 -0.82476 0.00 -0.02 0.04 0.28
H 3.59439 -4.17398 -0.35929 0.01 0.01 0.01 0.42
H 3.34768 -2.61970 0.46393 -0.07 -0.03 0.06 0.33
H 2.97256 1.04003 -0.34219 0.01 0.01 0.01 0.04
H 4.01976 1.66478 -1.63760 -0.02 0.03 0.01 0.27
H 4.72312 0.77473 -0.27297 0.01 0.02 -0.01 0.33
H 4.62841 -1.70481 -3.03187 0.02 0.00 -0.02 0.36
H 5.73238 -0.79245 -1.99819 0.00 0.00 -0.03 0.38
H 4.90740 0.02160 -3.33906 0.01 -0.02 -0.01 0.29
N -0.20309 7.58809 0.13155 0.04 0.03 0.16 -0.50
C -0.35773 6.55163 -0.73505 -0.05 -0.04 -0.16 1.22
C -1.63016 6.00924 -0.97712 0.04 -0.04 -0.05 -0.91
C -1.78344 4.94896 -1.84063 0.00 -0.07 0.10 -0.62
C -0.66715 4.39850 -2.46468 -0.01 -0.03 -0.14 0.00
C 0.59921 4.93077 -2.24421 -0.02 0.10 -0.04 -0.42
C 0.75405 5.99823 -1.38904 -0.08 0.02 -0.15 -0.86
S -0.85435 3.04849 -3.53806 -0.29 -0.04 -0.02 1.31
O 0.32936 2.87453 -4.33066 -0.02 0.09 0.07 -0.71
O -2.14815 3.07927 -4.16753 0.14 -0.02 0.06 -0.72
N -0.84822 1.74367 -2.46812 -0.20 0.17 -0.10 0.07
C -1.37594 0.62436 -2.80668 -0.18 0.19 -0.03 -0.40
S -2.23844 0.19712 -4.30533 -0.06 0.09 0.08 0.00
C -2.35084 -1.40179 -3.77256 0.11 0.15 0.05 -0.44
C -1.78307 -1.55924 -2.51412 -0.01 0.09 -0.01 -0.99
N -1.26511 -0.46207 -1.97900 0.00 -0.17 0.07 0.93
H -1.00891 8.06873 0.48795 0.01 0.01 -0.01 0.19
H 0.67502 8.07086 0.18560 -0.01 0.02 -0.02 0.21
H -2.49418 6.43635 -0.48639 -0.03 0.01 0.01 0.35
H -2.76485 4.54027 -2.03473 -0.05 0.00 -0.02 0.52
H 1.45239 4.51044 -2.75608 0.06 -0.02 -0.04 0.49
H 1.73605 6.42007 -1.22179 0.05 0.02 0.00 0.32
H -2.82845 -2.16931 -4.35610 -0.04 -0.05 -0.05 0.49
H -1.77328 -2.48627 -1.96303 0.04 -0.06 0.04 0.54
```
Positions in Å, forces in eV/Å.

Computed properties:
Relative energy (zero: lowest compared OMol25 entry of this formula, charge and spin) = 10.9 kJ/mol
Multiplicity = 2
Net charge = +1
Energy = -4714.829954 Eh
Kohn-Sham gap (alpha / beta) = 8.27 / 5.31 eV

---

Formula: C27H38BrCl10FO2
Source: OMol25
Level of theory: ωB97M-V with the def2-TZVPD basis set

```
79
Properties=species:S:1:pos:R:3:forces:R:3:mulliken_charge:R:1
C -0.81928 -4.04241 -1.08314 0.13 -0.40 -0.77 -1.05
C -1.79911 -3.12633 -1.83314 -0.27 -0.87 0.44 -0.53
C -2.57982 -2.14126 -0.92477 0.66 0.50 -0.89 0.04
Br -4.18618 -3.06482 -0.29404 0.28 0.28 0.01 -0.13
C -1.75197 -1.49309 0.17697 -0.19 -0.19 0.09 1.11
C -2.04152 -1.71469 1.51203 -0.91 -0.55 0.32 -1.07
C -1.33833 -1.11871 2.51790 0.60 0.32 1.41 -0.26
C -0.28615 -0.25305 2.23272 -0.32 -0.28 0.69 -0.33
C 0.00833 -0.03100 0.91520 0.73 0.97 0.03 -0.85
C -0.69363 -0.62333 -0.11330 -0.09 -0.28 -1.19 0.58
C -0.29094 -0.24652 -1.52810 0.38 0.31 -0.01 -0.09
C 1.24161 -0.21448 -1.82597 0.13 0.19 0.13 0.62
C 1.88894 1.18263 -1.61148 0.07 -0.60 -0.59 -0.89
C 2.07023 -1.30838 -1.13516 0.65 0.16 -0.64 -1.41
C 0.43589 0.41415 3.36109 0.52 0.73 0.04 0.55
O 0.91488 1.53167 3.28989 -0.06 -0.88 0.02 -0.57
C 0.48935 -0.40173 4.63850 -0.38 -0.01 -0.71 0.43
F 1.52611 -0.25417 5.46135 0.06 0.35 -0.22 -0.29
C -0.49996 -1.23191 4.91944 -0.27 -0.44 0.18 -0.74
C -1.67395 -1.34437 3.97739 -0.14 0.02 -0.35 0.10
O -2.80462 -1.56381 4.35431 0.68 -0.19 0.02 -0.54
H -1.25181 -4.49618 -0.18537 0.06 0.32 -0.02 0.27
H -0.58861 -4.87981 -1.75899 0.00 0.13 0.21 0.41
H 0.14581 -3.57083 -0.87645 -0.34 0.07 0.31 0.17
H -2.54907 -3.78445 -2.28969 0.10 0.26 -0.01 0.52
H -1.29729 -2.64221 -2.67650 -0.06 0.14 0.32 0.34
H -2.93358 -1.32751 -1.57056 -0.22 -0.22 0.22 0.41
H -2.86258 -2.35252 1.82963 0.09 0.06 -0.27 0.42
H 0.81245 0.66061 0.68142 -0.14 -0.07 -0.01 0.65
H -0.75256 -0.86779 -2.29526 -0.09 0.00 0.38 -0.16
H -0.67201 0.76807 -1.71348 0.01 -0.22 0.03 -0.06
H 1.34099 -0.40041 -2.90612 -0.21 -0.01 0.20 0.49
H 1.15682 1.95255 -1.87755 0.22 0.10 0.40 0.24
H 2.32629 1.30418 -0.61460 -0.35 0.20 -0.05 0.33
H 2.71797 1.29400 -2.32333 -0.16 -0.04 0.34 -0.17
H 1.73297 -2.32372 -1.37158 -0.15 0.21 0.26 0.32
H 2.19539 -1.16489 -0.05745 -0.29 -0.12 -0.12 0.17
H 3.08501 -1.24564 -1.56084 -0.18 -0.02 0.17 0.51
H -0.44492 -1.82247 5.83299 -0.41 0.19 -0.12 0.44
Cl 5.24738 3.89918 -2.01941 -0.04 -0.03 0.01 -0.17
C 6.06729 2.74992 -3.10535 0.11 -0.03 0.01 -0.53
C 5.47510 2.75680 -4.49243 0.15 0.01 -0.09 -0.45
Cl 3.82481 2.08495 -4.51796 0.02 0.05 -0.16 -0.13
H 6.01124 1.76194 -2.65360 -0.08 0.03 0.00 0.31
H 7.11405 3.04733 -3.15153 -0.03 0.03 -0.05 0.37
H 6.08043 2.13936 -5.15482 -0.01 -0.04 0.06 0.30
H 5.43553 3.76225 -4.90498 -0.08 0.00 0.08 0.32
Cl -6.96385 -7.80847 -1.67636 0.00 -0.01 0.02 -0.19
C -7.83870 -6.25836 -1.75670 -0.10 0.05 -0.06 -0.49
C -6.97578 -5.09467 -1.33757 -0.03 0.09 -0.12 -0.41
Cl -6.58725 -5.13488 0.40050 -0.12 -0.12 0.04 -0.20
H -8.72650 -6.34063 -1.13394 0.07 -0.03 0.05 0.32
H -8.15543 -6.12630 -2.79045 0.06 0.03 0.00 0.32
H -7.50325 -4.15954 -1.52237 -0.04 -0.04 0.02 0.33
H -6.03889 -5.07248 -1.89025 0.02 -0.06 0.07 0.30
Cl 1.54586 6.16430 2.81323 0.00 0.04 0.01 -0.20
C 0.31524 5.14315 3.60126 0.03 -0.18 0.09 -0.05
C -1.00423 5.17660 2.87304 -0.02 -0.15 -0.01 -0.29
Cl -1.80521 6.76502 2.99588 -0.01 0.02 -0.03 -0.20
H 0.21121 5.47678 4.63131 -0.02 0.10 -0.05 0.34
H 0.70433 4.12551 3.60745 -0.04 0.00 -0.08 -0.07
H -1.68265 4.44502 3.31018 0.03 0.02 0.05 0.26
H -0.88195 4.94211 1.81795 0.04 0.09 0.01 0.24
Cl 6.70707 -0.74948 3.28542 0.02 -0.02 0.00 -0.20
C 5.38287 -0.47224 4.44653 -0.13 -0.02 0.04 -0.30
C 5.21688 0.98971 4.78195 -0.16 0.02 -0.01 -0.32
Cl 6.58886 1.62291 5.72650 0.03 0.00 -0.02 -0.20
H 5.58489 -1.06560 5.33524 0.09 0.05 -0.01 0.36
H 4.47192 -0.84988 3.98373 0.00 0.08 -0.02 0.15
H 4.32268 1.13029 5.38786 0.01 -0.08 0.01 0.18
H 5.11762 1.59557 3.88415 0.09 -0.02 0.00 0.33
Cl -1.75411 1.11532 -4.26708 -0.05 -0.02 -0.08 -0.15
C -2.64819 2.65700 -4.29756 -0.13 0.09 -0.09 -0.47
C -1.78295 3.81806 -3.87759 -0.01 0.10 -0.09 -0.52
Cl -1.35100 3.73994 -2.15010 0.03 -0.03 0.01 -0.13
H -3.51845 2.55447 -3.65336 0.07 -0.04 0.06 0.30
H -2.99453 2.80406 -5.31962 0.07 0.02 -0.01 0.34
H -2.32215 4.75215 -4.02906 -0.05 -0.04 0.03 0.35
H -0.86132 3.85751 -4.45406 0.02 -0.07 0.06 0.30
```
Positions in Å, forces in eV/Å.

Computed properties:
Multiplicity = 1
Net charge = 0
SMILES string = CC[C@@H](Br)c1cc2c(cc1CC(C)C)C(=O)C(F)=CC2=O.ClCCCl.ClCCCl.ClCCCl.ClCCCl.ClCCCl
Energy = -8477.900375 Eh
Kohn-Sham gap = 8.47 eV

---

Formula: C27H38Cl10F5LiMgN5O6S2Si
Source: OMol25
Level of theory: ωB97M-V with the def2-TZVPD basis set

```
96
Properties=species:S:1:pos:R:3:forces:R:3:mulliken_charge:R:1
C 2.19287 3.08204 -0.69271 0.97 -2.28 1.04 -0.63
Si 0.44566 2.24763 -0.89132 0.76 1.09 0.45 0.55
C -0.35854 2.31758 0.84237 -0.17 -0.38 0.95 -1.02
C -0.50792 3.17677 -2.26606 -0.77 0.28 -1.24 -0.46
C -2.09942 3.27385 -2.03800 -0.79 0.70 -0.99 -0.86
C -2.95044 2.14944 -2.80394 1.94 0.57 0.09 1.20
F -2.79924 2.24704 -4.22340 -0.59 -0.41 2.98 -0.24
F -4.39270 2.46459 -2.52633 2.33 0.30 -0.54 -0.48
C -2.63797 0.63603 -2.35847 -0.14 -0.41 -0.49 -0.23
C -2.66379 0.22488 -0.80255 -0.14 -1.95 -0.01 0.23
C -4.00892 -0.65417 -0.59643 -0.79 1.80 -1.11 -0.32
C -4.38344 -1.06468 -2.11681 -1.13 1.52 1.28 -0.57
N -3.61352 -0.31689 -2.95983 0.39 -0.91 -0.24 0.12
C 0.82079 0.45594 -1.52260 0.73 -3.42 -0.36 1.13
C 1.12910 0.24484 -3.08257 1.06 -2.75 1.38 -0.42
C 1.48339 -1.19337 -3.67805 0.03 -1.37 3.86 -0.58
C 1.53330 -2.42790 -2.72974 -0.74 4.06 0.03 -0.66
C 1.21793 -2.22733 -1.19595 -0.20 3.42 -1.38 -0.30
C 0.86957 -0.80330 -0.59610 0.89 -0.86 -3.89 -0.55
H 2.43247 3.03278 0.44501 -0.44 0.32 -1.83 0.34
H 2.19938 4.17639 -1.07958 -0.07 -0.84 0.26 -0.39
H 3.00347 2.41611 -1.18854 -1.20 1.46 0.67 0.34
H -1.46701 2.59952 0.85911 1.61 -0.29 -0.02 0.25
H 0.21299 3.11399 1.46148 -1.06 -1.31 -1.12 0.34
H -0.25483 1.31035 1.40301 -0.17 1.69 -0.85 0.14
H -0.32910 2.71332 -3.31794 -0.25 0.77 1.71 0.35
H -0.09630 4.25623 -2.34741 -0.62 -1.77 0.35 0.43
H -2.43458 4.29362 -2.48370 0.31 -1.82 0.68 0.39
H -2.43886 3.28712 -0.94610 0.65 -0.13 -1.50 0.34
H -1.65285 0.37931 -2.89720 -1.13 0.72 1.16 -0.13
H -2.69181 1.03584 0.00047 0.65 -1.03 -1.50 0.11
H -1.82888 -0.57547 -0.70484 -1.01 1.88 0.18 -0.08
H -4.78951 0.15544 -0.31623 1.04 -1.88 -0.12 0.22
H -4.02203 -1.46291 0.21014 0.34 0.91 -1.56 0.40
H -5.17493 -1.86436 -2.38766 1.92 1.19 0.13 0.21
H -3.68350 -0.37134 -3.99780 0.04 -0.19 1.21 0.29
H 1.14245 1.10811 -3.83903 -2.29 -1.04 0.40 0.10
H 1.69896 -1.29347 -4.79918 -0.30 0.18 1.98 0.40
H 1.81018 -3.47310 -3.12943 -0.72 1.96 0.73 0.34
H 1.25756 -3.13987 -0.51029 -0.22 1.44 -1.14 0.60
H 0.65236 -0.64687 0.51679 0.32 -0.44 -1.85 0.34
F 1.04062 -3.33723 2.78117 0.14 0.03 0.00 -0.27
C 2.35570 -3.53392 2.89851 0.65 -0.13 -0.01 0.10
C 3.21392 -3.01540 1.93617 -0.23 0.19 -0.08 0.20
C 4.58525 -3.21965 2.06268 -0.10 0.18 0.23 -1.04
C 5.08402 -3.94784 3.14442 0.21 0.39 0.20 -0.79
C 4.21359 -4.46664 4.10205 -0.23 0.17 0.05 -0.43
C 2.84435 -4.25509 3.98251 -0.08 -0.06 0.09 -0.32
H 2.80913 -2.45972 1.09804 0.02 -0.01 0.07 0.39
H 5.26559 -2.81305 1.31959 -0.11 -0.14 -0.11 0.48
H 6.15284 -4.11047 3.23925 -0.16 -0.30 -0.12 0.69
H 4.60304 -5.03586 4.93998 -0.07 0.03 -0.10 0.44
H 2.15449 -4.64475 4.72204 0.01 -0.02 -0.10 0.56
C 0.53207 1.29422 5.94798 -0.02 0.18 0.02 -1.37
C 0.20140 0.55507 4.67983 -0.17 0.12 -0.45 0.75
O -0.07167 1.13203 3.63681 0.11 -0.01 0.23 -0.52
N 0.20998 -0.80298 4.70478 0.18 0.26 0.04 -0.07
C 0.50153 -1.68285 5.81376 -0.21 -0.22 -0.41 -0.85
H 0.48275 2.36828 5.76434 -0.03 -0.21 -0.10 0.29
H -0.19012 1.04390 6.72805 0.18 -0.03 0.07 0.38
H 1.54440 1.04597 6.27485 -0.11 -0.03 0.17 0.36
H -0.02216 -1.21831 3.81267 -0.05 -0.02 0.17 0.14
H 1.35041 -2.31058 5.53217 0.02 -0.12 0.31 0.16
H -0.37219 -2.31549 5.98333 0.18 -0.10 0.27 0.30
H 0.73870 -1.13943 6.72646 -0.05 0.03 -0.16 0.42
Cl 2.49132 6.02118 -1.27674 0.11 0.21 -0.28 -0.58
Mg -5.78927 1.21598 -2.52799 -2.10 -1.09 0.01 0.56
C -4.83989 4.13218 -7.18797 -0.07 0.09 -0.24 0.33
Cl -3.62330 2.97385 -7.76882 -0.19 0.17 0.13 -0.10
Cl -4.34414 5.78108 -7.62414 -0.09 -0.36 0.13 -0.09
Cl -6.40974 3.76750 -7.93519 0.33 0.05 0.18 -0.09
Cl -4.98148 4.00460 -5.41976 -0.08 0.10 -0.23 -0.08
C 9.25337 -5.55560 3.97155 0.43 -0.69 0.24 0.34
Cl 9.23156 -6.79734 2.70357 -0.07 0.41 0.29 -0.06
Cl 8.28829 -6.10556 5.35879 0.10 0.18 -0.26 -0.09
Cl 10.92566 -5.26450 4.48968 -0.50 0.02 -0.16 -0.07
Cl 8.56017 -4.04382 3.33091 0.29 0.18 -0.12 -0.17
N -3.20311 -4.86561 -3.14154 -0.13 0.11 0.46 -0.36
S -2.28731 -4.87594 -1.86395 2.57 -0.45 2.15 1.05
O -2.01668 -6.15603 -1.25172 -0.82 1.05 -0.66 -0.59
O -2.38347 -3.74396 -0.96231 -0.56 -0.25 -0.75 -0.48
F -0.87556 -4.57643 -2.55733 -0.26 0.20 -0.67 -0.23
S -4.69728 -5.21444 -2.79278 -3.80 -1.51 -0.65 1.11
O -5.50007 -5.53660 -3.95188 1.60 0.89 0.56 -0.64
O -5.36879 -4.40224 -1.79932 1.24 0.20 -0.44 -0.55
F -4.60008 -6.63187 -2.07752 0.33 0.39 0.01 -0.25
C -1.03877 6.71668 0.48323 0.44 0.22 -0.39 0.59
O -0.99864 5.49258 0.56134 -0.23 -0.28 -0.02 -0.50
N -1.89405 7.46732 1.22091 -0.73 0.00 0.67 -0.44
N -0.23560 7.42224 -0.34379 -0.07 -0.14 -0.38 -0.22
H -1.94340 8.46880 1.17249 0.06 -0.11 -0.02 0.15
H -2.50966 6.97735 1.85000 0.14 0.15 -0.11 0.22
H 0.41733 6.89616 -0.91066 0.28 0.11 0.16 0.08
H -0.25421 8.42296 -0.42256 -0.02 -0.10 0.08 0.15
Cl 2.66844 1.77885 -3.73258 0.96 -0.35 0.34 -0.17
Li 5.91985 -1.77605 3.84630 -0.26 -0.36 -0.11 0.95
```
Positions in Å, forces in eV/Å.

Computed properties:
Relative energy (zero: lowest compared OMol25 entry of this formula, charge and spin) = 588.8 kJ/mol
Multiplicity = 1
Net charge = +1
Energy = -8170.908879 Eh
Kohn-Sham gap = 2.06 eV

---

The lowest net charge belongs to which entry? C27H38BrCl10FO2

---

The lowest energy belongs to which entry? C27H38BrCl10FO2